1.
13 unconnected molecules or ions with the total composition C15H56N2O13, computed with ωB97M-V with the def2-TZVPD basis set.

For the HOMO energy, the calculation gives -0.3444 Eh. Its charge is 0. Its largest force on an atom is 0.161 Eh/bohr. Its energy above the lowest of the compared OMol25 structures with the same formula, charge and spin is 14.0 kcal per mole.

Each atom is followed by the atoms it is bonded to, with distances in Å.
Geometry (Å):
1 C -4.39 0.61 2.73  C2 1.513, H4 1.116, H5 1.011, H6 1.072
2 C -4.06 -0.44 1.69  C1 1.513, O3 1.395, H7 1.096, H8 1.075
3 O -2.78 -0.32 1.16  C2 1.395, H9 0.930
4 H -5.46 0.50 3.04  C1 1.116
5 H -4.37 1.57 2.43  C1 1.011
6 H -3.82 0.58 3.64  C1 1.072
7 H -4.81 -0.31 0.90  C2 1.096
8 H -4.13 -1.43 2.12  C2 1.075
9 H -2.16 -0.61 1.78  O3 0.930
10 C -3.17 -2.89 -1.20  C11 1.483, H13 1.110, H14 1.074, H15 1.049
11 C -2.21 -1.88 -1.71  C10 1.483, O12 1.477, H16 1.020, H17 1.062
12 O -2.43 -1.53 -3.13  C11 1.477, H18 0.930
13 H -2.85 -3.93 -1.41  C10 1.110
14 H -4.09 -2.95 -1.75  C10 1.074
15 H -3.31 -2.99 -0.16  C10 1.049
16 H -1.25 -2.19 -1.57  C11 1.020
17 H -2.10 -1.00 -1.12  C11 1.062
18 H -1.71 -0.99 -3.36  O12 0.930
19 C 2.69 -0.35 2.85  O20 1.380, N21 1.297, N22 1.297
20 O 3.34 -1.30 2.11  C19 1.380
21 N 2.75 -0.13 4.13  C19 1.297, H23 1.022, H24 1.039
22 N 1.77 0.41 2.34  C19 1.297, H25 1.045, H26 1.008
23 H 3.58 -0.50 4.59  N21 1.022
24 H 2.49 0.78 4.57  N21 1.039
25 H 1.70 0.43 1.29  N22 1.045
26 H 1.26 1.08 2.89  N22 1.008
27 C -0.57 -4.09 0.43  O28 1.439, H29 1.111, H30 1.086, H31 1.095
28 O 0.30 -2.94 0.45  C27 1.439, H32 0.970
29 H -1.51 -3.75 0.91  C27 1.111
30 H -0.07 -4.87 0.99  C27 1.086
31 H -0.73 -4.37 -0.62  C27 1.095
32 H 0.16 -2.42 1.25  O28 0.970
33 C 4.44 1.75 -0.57  O34 1.445, H35 1.128, H36 1.103, H37 1.103
34 O 5.47 1.39 -1.51  C33 1.445, H38 0.964
35 H 3.70 2.48 -1.02  C33 1.128
36 H 4.77 1.94 0.46  C33 1.103
37 H 3.80 0.86 -0.40  C33 1.103
38 H 5.15 1.17 -2.39  O34 0.964
39 C -0.92 -1.70 3.77  O40 1.461, H41 1.114, H42 1.068, H43 1.108
40 O -0.28 -1.19 2.55  C39 1.461, H44 0.965
41 H -1.91 -2.12 3.49  C39 1.114
42 H -1.11 -1.03 4.57  C39 1.068
43 H -0.28 -2.47 4.24  C39 1.108
44 H 0.48 -0.68 2.84  O40 0.965
45 C -2.88 1.85 -1.70  O46 1.384, H47 1.027, H48 1.070, H49 1.036
46 O -2.94 1.94 -0.33  C45 1.384, H50 0.939
47 H -3.76 2.03 -2.20  C45 1.027
48 H -2.69 0.84 -2.01  C45 1.070
49 H -2.20 2.40 -2.27  C45 1.036
50 H -2.69 1.14 0.08  O46 0.939
51 C 1.62 3.77 1.22  O52 1.399, H53 1.112, H54 1.109, H55 1.070
52 O 1.53 5.10 0.81  C51 1.399, H56 0.973
53 H 0.64 3.38 1.57  C51 1.112
54 H 2.27 3.65 2.11  C51 1.109
55 H 1.94 3.25 0.34  C51 1.070
56 H 1.04 5.11 -0.03  O52 0.973
57 C 0.17 0.64 -0.60  O58 1.429, H59 1.053, H60 1.084, H61 1.071
58 O 1.58 0.39 -0.60  C57 1.429, H62 0.944
59 H -0.32 -0.17 -0.13  C57 1.053
60 H -0.15 0.61 -1.63  C57 1.084
61 H -0.12 1.62 -0.28  C57 1.071
62 H 1.65 -0.49 -0.94  O58 0.944
63 C 3.55 -1.42 -1.88  O64 1.396, H65 1.088, H66 1.139, H67 1.091
64 O 2.31 -2.05 -1.95  C63 1.396, H68 1.002
65 H 3.56 -0.53 -2.51  C63 1.088
66 H 4.40 -2.08 -2.25  C63 1.139
67 H 3.79 -1.34 -0.82  C63 1.091
68 H 2.26 -2.93 -1.47  O64 1.002
69 C 1.61 2.12 -3.80  O70 1.430, H71 1.087, H72 1.119, H73 1.130
70 O 0.20 2.07 -3.56  C69 1.430, H74 0.938
71 H 2.03 2.61 -2.93  C69 1.087
72 H 1.88 2.69 -4.73  C69 1.119
73 H 2.00 1.07 -3.94  C69 1.130
74 H -0.13 1.33 -4.03  O70 0.938
75 C 0.37 -1.48 -5.05  O76 1.448, H77 1.120, H78 1.099, H79 1.040
76 O 0.25 -1.20 -3.63  C75 1.448, H80 0.945
77 H 1.05 -2.32 -5.35  C75 1.120
78 H 0.56 -0.52 -5.55  C75 1.099
79 H -0.48 -1.88 -5.48  C75 1.040
80 H 1.12 -1.11 -3.26  O76 0.945
81 C -1.31 1.93 3.16  O82 1.405, H83 1.105, H84 1.083, H85 1.119
82 O 0.02 1.93 3.62  C81 1.405, H86 0.955
83 H -1.43 2.17 2.09  C81 1.105
84 H -1.89 2.67 3.71  C81 1.083
85 H -1.72 0.90 3.34  C81 1.119
86 H -0.06 2.15 4.54  O82 0.955

Results of the Löwdin charge analysis, in e, for atoms 1 through 5: atom 1 (C): -0.08, atom 2 (C): -0.28, atom 3 (O): -0.09, atom 4 (H): 0.10, atom 5 (H): 0.04

2.
13 unconnected molecules or ions with the total composition C15H56N4O13, computed with ωB97M-V with the def2-TZVPD basis set.

For the HOMO energy, the calculation gives -0.3220 Eh. Its charge is 0. Its largest force on an atom is 0.186 Eh/bohr. Its energy above the lowest of the compared OMol25 structures with the same formula, charge and spin is 19.3 kcal per mole.

Each atom is followed by the atoms it is bonded to, with distances in Å.
Geometry (Å):
1 C 10.04 1.09 -0.14  C2 1.483, H4 1.071, H5 1.109, H6 1.120
2 C 8.66 1.61 0.01  C1 1.483, O3 1.401, H7 1.103, H8 1.061
3 O 8.46 1.68 1.40  C2 1.401, H9 0.923
4 H 10.21 0.24 0.49  C1 1.071
5 H 10.71 1.90 0.24  C1 1.109
6 H 10.20 0.84 -1.22  C1 1.120
7 H 7.99 0.99 -0.60  C2 1.103
8 H 8.48 2.58 -0.38  C2 1.061
9 H 9.11 2.24 1.73  O3 0.923
10 C 1.94 3.03 2.22  C11 1.528, H13 1.069, H14 1.080, H15 1.057
11 C 1.03 3.94 1.39  C10 1.528, O12 1.400, H16 1.079, H17 1.048
12 O 1.95 4.81 0.80  C11 1.400, H18 0.922
13 H 2.61 2.52 1.56  C10 1.069
14 H 1.39 2.31 2.80  C10 1.080
15 H 2.49 3.59 2.94  C10 1.057
16 H 0.30 4.39 2.05  C11 1.079
17 H 0.53 3.43 0.62  C11 1.048
18 H 2.37 4.43 0.07  O12 0.922
19 C 5.31 1.41 3.38  O20 1.397, N21 1.317, N22 1.249
20 O 5.00 2.70 2.94  C19 1.397
21 N 6.22 0.68 2.77  C19 1.317, H23 0.987, H24 1.023
22 N 4.73 0.87 4.34  C19 1.249, H25 1.047, H26 1.023
23 H 6.84 1.08 2.11  N21 0.987
24 H 6.17 -0.34 2.79  N21 1.023
25 H 3.89 1.37 4.70  N22 1.047
26 H 4.90 -0.12 4.50  N22 1.023
27 C 8.23 1.33 5.73  O28 1.370, N29 1.280, N30 1.304
28 O 9.47 1.05 6.25  C27 1.370
29 N 7.13 0.88 6.19  C27 1.280, H31 1.001, H32 1.019
30 N 8.04 2.00 4.63  C27 1.304, H33 1.021, H34 1.013
31 H 7.35 0.26 6.94  N29 1.001
32 H 6.22 0.82 5.74  N29 1.019
33 H 8.89 2.41 4.24  N30 1.021
34 H 7.44 1.65 3.89  N30 1.013
35 C 4.53 6.01 2.84  O36 1.346, H37 1.041, H38 1.097, H39 1.094
36 O 5.42 5.24 3.50  C35 1.346, H40 0.996
37 H 3.58 5.61 2.89  C35 1.041
38 H 4.89 6.14 1.81  C35 1.097
39 H 4.44 6.99 3.31  C35 1.094
40 H 5.16 4.27 3.42  O36 0.996
41 C 4.28 -0.04 7.65  O42 1.413, H43 1.105, H44 1.111, H45 1.071
42 O 4.56 -0.46 8.96  C41 1.413, H46 0.929
43 H 4.68 0.95 7.37  C41 1.105
44 H 3.20 -0.10 7.40  C41 1.111
45 H 4.74 -0.70 6.94  C41 1.071
46 H 4.31 -1.35 9.03  O42 0.929
47 C 2.73 -0.84 2.03  O48 1.392, H49 1.065, H50 1.116, H51 1.105
48 O 2.14 -2.07 2.28  C47 1.392, H52 0.975
49 H 2.01 -0.05 2.07  C47 1.065
50 H 3.04 -0.93 0.96  C47 1.116
51 H 3.51 -0.65 2.79  C47 1.105
52 H 1.42 -2.25 1.65  O48 0.975
53 C 1.64 0.78 5.09  O54 1.408, H55 1.084, H56 1.104, H57 1.089
54 O 2.46 1.93 5.21  C53 1.408, H58 0.995
55 H 2.10 -0.06 4.60  C53 1.084
56 H 0.71 1.03 4.55  C53 1.104
57 H 1.43 0.44 6.11  C53 1.089
58 H 1.85 2.71 5.30  O54 0.995
59 C 10.25 -0.89 3.80  O60 1.430, H61 1.102, H62 1.107, H63 1.130
60 O 9.26 -0.88 2.77  C59 1.430, H64 0.937
61 H 9.77 -1.10 4.77  C59 1.102
62 H 10.80 0.07 3.88  C59 1.107
63 H 11.05 -1.68 3.66  C59 1.130
64 H 9.12 0.00 2.50  O60 0.937
65 C 6.73 -2.16 4.79  O66 1.429, H67 1.005, H68 1.071, H69 1.106
66 O 5.42 -1.64 4.56  C65 1.429, H70 0.970
67 H 7.32 -2.25 3.98  C65 1.005
68 H 6.62 -3.15 5.18  C65 1.071
69 H 7.30 -1.52 5.49  C65 1.106
70 H 4.86 -2.40 4.35  O66 0.970
71 C 6.06 4.16 0.34  O72 1.412, H73 1.067, H74 1.124, H75 1.092
72 O 6.54 5.38 -0.18  C71 1.412, H76 0.954
73 H 6.39 3.99 1.34  C71 1.067
74 H 6.43 3.36 -0.35  C71 1.124
75 H 4.97 4.21 0.39  C71 1.092
76 H 6.22 6.03 0.45  O72 0.954
77 C 4.89 0.83 -0.38  O78 1.344, H79 1.086, H80 1.111, H81 1.121
78 O 4.06 1.23 -1.36  C77 1.344, H82 0.962
79 H 4.92 -0.25 -0.41  C77 1.086
80 H 4.48 1.22 0.57  C77 1.111
81 H 5.95 1.09 -0.64  C77 1.121
82 H 3.69 0.40 -1.68  O78 0.962
83 C 6.88 -1.97 0.47  O84 1.399, H85 1.046, H86 1.112, H87 1.088
84 O 6.04 -1.90 1.59  C83 1.399, H88 0.956
85 H 7.82 -2.26 0.83  C83 1.046
86 H 7.00 -1.01 -0.07  C83 1.112
87 H 6.50 -2.68 -0.26  C83 1.088
88 H 5.54 -2.70 1.68  O84 0.956

Results of the Löwdin charge analysis, in e, for atoms 1 through 5: atom 1 (C): -0.07, atom 2 (C): -0.32, atom 3 (O): -0.08, atom 4 (H): 0.06, atom 5 (H): 0.10